Entry 1:
5
Properties=species:S:1:pos:R:3:mulliken_charge:R:1 method="wB97M-V/def2-TZVPD" total_charge=-1 energy_ha=-720.0238 homo_energy_ha=-0.074 relative_energy_ev=2.174 multiplicity=1 orbital_gap_ev=6.496
N -0.98957 1.24005 -0.06946 -0.44
N -0.80948 0.16272 -0.00959 0.94
O 1.42999 0.50469 0.01305 -0.67
O -1.06476 -0.90908 -0.05901 -0.56
Cl 1.43382 -0.99838 0.12500 -0.27


Entry 2:
10
Properties=species:S:1:pos:R:3:mulliken_spin:R:1 method="wB97M-V/def2-TZVPD" total_charge=+2 energy_ha=-1066.9177 s_squared=0.760 homo_energy_ha="-0.723 / -0.694" multiplicity=2 orbital_gap_ev="5.747 / 4.978"
Zr -1.39528 -0.63584 -0.93766 -0.02
Cl -0.15961 -1.80345 0.99282 0.02
N -2.53697 1.57259 0.65833 0.00
O -2.45593 1.57384 -0.58197 0.00
O -2.52138 2.59444 1.27037 0.00
O -2.02307 0.54416 1.02063 0.00
N 2.83947 -1.05565 -0.65352 -0.04
O 3.65828 -0.22784 -1.12569 0.33
O 1.87152 -1.14552 -1.18293 0.22
O 2.72297 -1.41673 0.53961 0.50


Entry 3:
5
Properties=species:S:1:pos:R:3:mulliken_charge:R:1 method="wB97M-V/def2-TZVPD" total_charge=-1 energy_ha=-760.9017 homo_energy_ha=-0.174 relative_energy_ev=1.713 multiplicity=1 orbital_gap_ev=9.398
Cl 0.03198 0.02199 -0.00940 1.49
O -0.60615 -0.58095 1.07716 -0.63
O -1.09598 0.58664 -0.56659 -0.61
O 1.24698 0.69491 0.63479 -0.64
O 0.42319 -0.72259 -1.13595 -0.62


Entry 4:
11
Properties=species:S:1:pos:R:3:mulliken_charge:R:1 method="wB97M-V/def2-TZVPD" total_charge=+1 energy_ha=-2949.1943 homo_energy_ha=-0.349 multiplicity=1 orbital_gap_ev=1.167
O 2.04894 6.08219 1.65113 -0.41
V 3.26538 7.08279 1.56544 1.83
O 3.02767 8.44023 2.36941 -0.43
O -2.85962 -7.10290 -0.99326 -0.48
V -2.39354 -5.96649 -1.97955 1.79
O -3.61046 -5.05170 -2.46092 -0.47
Cl 0.10361 -0.65121 0.04798 1.54
O -0.73986 0.28100 -0.24986 -0.48
O -0.59702 -1.94071 0.37581 -0.64
O 0.57875 -1.00050 -1.25197 -0.66
O 1.17613 -0.17271 0.92578 -0.61


Entry 5:
2
Properties=species:S:1:pos:R:3:mulliken_charge:R:1 method="wB97M-V/def2-TZVPD" total_charge=+1 energy_ha=-2239.1419 homo_energy_ha=-0.605 relative_energy_ev=1.150 multiplicity=1 orbital_gap_ev=6.692
Zn -0.73546 -0.60581 -0.84555 1.07
Cl 0.73546 0.60581 0.84555 -0.07


Entry 6:
2
Properties=species:S:1:pos:R:3:mulliken_charge:R:1 method="wB97M-V/def2-TZVPD" total_charge=+3 energy_ha=-505.5768 homo_energy_ha=-1.220 relative_energy_ev=0.492 multiplicity=1 orbital_gap_ev=11.418
Zr 23.28642 21.00739 -19.47783 2.61
Cl 22.58950 21.66151 -17.76497 0.39


Entry 7:
37
Properties=species:S:1:pos:R:3:mulliken_spin:R:1 method="wB97M-V/def2-TZVPD" total_charge=-2 energy_ha=-6790.1106 s_squared=3.756 homo_energy_ha="-0.201 / -0.201" relative_energy_ev=1.167 multiplicity=4 orbital_gap_ev="9.752 / 9.072"
Co -7.14278 -19.29124 15.15257 2.69
N -5.20796 -18.94356 15.14053 0.04
S -4.02262 -19.12433 14.10754 0.01
O -2.74661 -19.53744 14.63178 0.01
O -4.00985 -18.21757 12.99495 0.00
F -4.56985 -20.47130 13.39025 0.00
S -4.38583 -17.73664 15.99533 0.00
O -3.82367 -16.59819 15.31607 0.01
O -3.79718 -18.19585 17.21904 0.00
F -5.76100 -17.10148 16.53427 0.01
N -7.77586 -20.47798 13.70753 0.05
S -9.01824 -21.61843 13.93462 0.01
O -8.59640 -22.97906 13.70342 0.00
O -10.37356 -21.19370 13.69585 0.00
F -8.93555 -21.53987 15.53573 0.00
S -7.74273 -20.51764 12.11169 0.00
O -8.87587 -20.11147 11.34551 0.01
O -6.86066 -21.53324 11.59679 0.01
F -6.91638 -19.14327 11.96511 0.00
N -8.25648 -17.64991 15.15975 0.05
S -9.96848 -17.64006 15.42187 0.01
O -10.73275 -17.88591 14.25230 0.00
O -10.46523 -16.78150 16.44685 0.00
F -9.94381 -19.07972 16.09139 0.01
S -8.26870 -16.36526 14.30461 0.01
O -8.49158 -15.15284 15.04097 0.01
O -8.72793 -16.46809 12.94926 0.00
F -6.67246 -16.45521 14.00780 0.00
N -7.06130 -21.13683 19.55677 0.00
S -7.40538 -19.80338 18.63965 0.01
O -7.22736 -19.87183 17.20381 0.04
O -7.06274 -18.56464 19.25781 0.00
F -8.99213 -19.88733 18.75527 0.00
S -5.56880 -21.19749 19.19065 0.00
O -4.68150 -20.15728 19.66986 0.00
O -5.25928 -21.83819 17.93531 0.00
F -5.22203 -22.38773 20.19354 0.00


Entry 8:
21
Properties=species:S:1:pos:R:3:mulliken_spin:R:1 method="wB97M-V/def2-TZVPD" total_charge=+2 energy_ha=-1916.6050 s_squared=6.013 homo_energy_ha="-0.661 / -0.659" multiplicity=5 orbital_gap_ev="10.679 / 6.024"
Co 30.16654 -24.89550 20.26110 3.08
O 30.32948 -25.60569 18.51774 0.71
H 29.48824 -25.58431 18.02137 -0.02
O 28.34174 -23.95051 20.16619 0.05
H 27.70538 -24.01356 20.87844 0.00
H 27.80915 -23.86786 19.37515 0.00
O 29.27746 -26.68108 20.88667 0.04
H 28.82117 -27.13636 20.17902 0.00
H 29.05841 -27.18011 21.67358 0.00
O 31.95970 -25.88874 21.03937 0.05
H 32.50011 -26.38261 20.42271 0.00
H 32.19977 -26.23438 21.89910 0.00
O 32.48449 -27.27780 18.68488 0.01
H 31.63443 -26.85300 18.57012 0.00
H 32.45943 -28.02885 18.09199 0.00
O 29.96256 -24.34831 22.30643 0.03
H 29.70539 -23.46058 22.55556 0.00
H 30.02055 -24.82298 23.13562 0.00
O 31.25835 -23.18296 19.99124 0.05
H 31.55475 -22.61316 20.70097 0.00
H 31.55722 -22.74732 19.19303 0.00


Entry 9:
6
Properties=species:S:1:pos:R:3:mulliken_spin:R:1 method="wB97M-V/def2-TZVPD" total_charge=+1 energy_ha=-2006.8371 s_squared=3.755 homo_energy_ha="-0.575 / -0.610" relative_energy_ev=0.000 multiplicity=4 orbital_gap_ev="8.261 / 9.195"
S -1.02886 -0.76816 0.00299 0.00
O -2.04635 0.23459 -0.01804 0.00
O 0.35601 -0.30634 0.08143 0.00
Co 1.58528 1.06667 -0.40054 2.88
O -1.24545 -2.11767 -0.42056 0.01
H 2.37936 1.89091 0.75472 0.10


Entry 10:
19
Properties=species:S:1:pos:R:3:mulliken_spin:R:1 method="wB97M-V/def2-TZVPD" total_charge=+3 energy_ha=-1502.0046 s_squared=3.760 homo_energy_ha="-0.934 / -0.957" relative_energy_ev=0.048 multiplicity=4 orbital_gap_ev="11.483 / 12.286"
Cr -0.04977 -0.05676 0.02022 2.99
O -0.04896 1.32326 -1.40117 0.00
H 0.35531 2.20752 -1.23019 0.00
H -0.67949 1.51769 -2.10801 0.00
O 1.83988 0.59969 0.33996 -0.01
H 2.39548 0.81227 1.08115 0.00
H 2.25954 1.19683 -0.26708 0.00
O 0.63638 -1.41187 -1.25551 -0.01
H 0.42673 -1.29089 -2.22936 0.00
H 0.92007 -2.30833 -1.07402 0.00
O -0.67716 1.29630 1.24370 -0.01
H -0.51909 1.28690 2.22744 0.00
H -0.80441 2.23130 1.01414 0.00
O 0.15056 -1.37912 1.39825 0.00
H -0.49351 -2.11919 1.53519 0.00
H 0.93051 -1.61569 1.99722 0.00
O -1.82403 -0.65502 -0.41600 0.00
H -2.58025 -0.12911 -0.28793 0.00
H -2.23779 -1.50579 -0.58799 0.00